Below is a structure of composition C10H14BrFN2S at a distorted geometry, with properties calculated with ωB97M-V/def2-TZVPD.

```
29
Properties=species:S:1:pos:R:3:mulliken_charge:R:1
C 1.630 -0.563 -0.192 0.539
C 0.234 -0.057 0.024 0.339
C 3.134 0.714 -0.196 0.177
C -0.288 -2.106 -0.928 0.077
C 1.000 -2.678 -0.424 0.124
C -1.418 -3.141 -0.826 -1.359
C -1.177 3.672 0.023 -1.295
C -0.845 0.826 1.963 -1.845
C -0.696 2.234 -0.367 -0.425
C -0.094 1.250 0.709 0.415
N 2.047 -1.723 -0.442 -0.473
N -0.669 -0.812 -0.423 -0.414
F 0.817 -3.244 0.870 -0.347
S 3.022 2.069 -0.961 -0.174
Br 4.683 -0.139 0.466 -0.049
H -0.326 -1.758 -2.021 0.228
H 1.461 -3.622 -0.861 0.323
H -1.607 -3.404 0.257 0.294
H -1.110 -4.152 -1.123 0.401
H -2.329 -2.795 -1.486 0.299
H -0.424 4.358 -0.034 0.368
H -1.921 3.885 -0.613 0.420
H -1.604 3.700 1.113 0.239
H -0.253 0.218 2.479 0.538
H -1.002 1.648 2.481 0.618
H -1.777 0.193 1.629 0.258
H 0.090 2.304 -1.146 0.341
H -1.526 1.607 -0.850 0.318
H 0.948 1.518 0.880 0.063
```

Calculated values
**Charge**: 0
**F_max**: 0.122 hartree/bohr
**E_tot**: -3570.84866 Eh
**ΔE to the lowest compared entry with this formula, charge and spin**: 37.3 kcal per mole
**HOMO energy**: -8.758 eV
**Molar mass**: 293.2 g mol⁻¹
**Spin multiplicity**: 1

Below is an isolated molecule of C10H14BrNO3 at a distorted geometry, with properties calculated with ωB97M-V/def2-TZVPD.

```
29
Properties=species:S:1:pos:R:3:mulliken_charge:R:1
C -0.825 1.877 0.757 -2.000
C -0.030 0.985 -0.154 1.541
C -0.089 1.570 -1.603 -1.583
C 1.414 0.768 0.255 -0.343
N 2.207 1.873 0.834 1.100
O 3.068 1.556 1.621 -0.597
O 1.888 3.018 0.452 -0.551
C 1.876 -0.327 -0.304 -0.718
C 0.789 -1.181 -0.793 -1.012
C -0.537 -0.619 -0.234 1.643
C -1.751 -0.820 -0.966 -1.633
C -0.771 -1.126 1.183 -0.094
O -1.382 -0.623 2.070 -0.537
C -0.269 -2.579 1.550 -0.747
Br -1.026 -3.890 0.276 -0.164
H -1.825 2.037 0.493 0.421
H -0.371 2.908 0.735 0.481
H -0.610 1.527 1.745 0.480
H 0.607 2.374 -1.844 0.228
H -1.133 2.034 -1.661 0.395
H 0.110 0.798 -2.385 0.398
H 2.892 -0.783 -0.198 0.416
H 0.736 -0.992 -1.876 0.388
H 0.949 -2.251 -0.602 0.558
H -1.731 -1.843 -1.495 0.387
H -1.611 -0.050 -1.783 0.455
H -2.699 -0.822 -0.321 0.270
H 0.861 -2.661 1.671 0.347
H -0.737 -2.758 2.578 0.470
```

Calculated values
**Charge**: 0
**SMILES**: CC1(C)C([N+](=O)[O-])=CC[C@@]1(C)C(=O)CBr
**F_max**: 0.100 hartree/bohr
**E_tot**: -3243.76166 Eh
**ΔE to the lowest compared entry with this formula, charge and spin**: 39.7 kcal per mole
**HOMO energy**: -9.565 eV
**Molar mass**: 276.1 g mol⁻¹
**Spin multiplicity**: 1

Below is a cluster of 2 separate species, C10H14Cl2N in total at a distorted geometry, with properties calculated with ωB97M-V/def2-TZVPD.

```
27
Properties=species:S:1:pos:R:3:mulliken_charge:R:1
C 3.870 0.988 -0.016 -0.570
C 2.967 0.999 -1.102 -0.690
C 3.332 0.828 1.312 -0.723
C 1.606 0.932 -0.960 -0.199
C 1.973 0.828 1.448 -0.450
C 1.084 0.797 0.339 1.012
C -1.396 -1.185 0.990 -0.834
C -1.242 -0.537 -1.334 -0.805
C -2.687 0.667 0.233 -0.845
C -0.323 0.847 0.531 -0.087
N -1.365 -0.080 0.055 -0.078
Cl -0.816 2.665 -1.304 -0.306
Cl -0.752 1.733 1.944 0.009
H 4.833 1.068 -0.310 0.509
H 3.279 0.953 -2.151 0.344
H 3.925 0.698 2.183 0.453
H 0.938 1.043 -1.824 0.397
H 1.575 0.823 2.564 0.190
H -1.825 -0.862 1.929 0.415
H -2.053 -1.886 0.578 0.511
H -0.416 -1.674 1.230 0.324
H -1.460 0.224 -1.974 0.428
H -0.173 -0.890 -1.517 0.443
H -1.824 -1.479 -1.306 0.302
H -3.437 0.048 -0.258 0.409
H -2.991 0.947 1.215 0.451
H -2.514 1.566 -0.356 0.390
```

Calculated values
**Charge**: +1
**F_max**: 0.093 hartree/bohr
**E_tot**: -1364.20543 Eh
**ΔE to the lowest compared entry with this formula, charge and spin**: 19.2 kcal per mole
**HOMO energy (alpha / beta)**: -12.906 / -12.907 eV
**Molar mass**: 219.1 g mol⁻¹
**Spin multiplicity**: 1

Please write out number 1 again, unchanged.
Below is a structure of composition C10H14BrFN2S at a distorted geometry, with properties calculated with ωB97M-V/def2-TZVPD.

```
29
Properties=species:S:1:pos:R:3:mulliken_charge:R:1
C 1.630 -0.563 -0.192 0.539
C 0.234 -0.057 0.024 0.339
C 3.134 0.714 -0.196 0.177
C -0.288 -2.106 -0.928 0.077
C 1.000 -2.678 -0.424 0.124
C -1.418 -3.141 -0.826 -1.359
C -1.177 3.672 0.023 -1.295
C -0.845 0.826 1.963 -1.845
C -0.696 2.234 -0.367 -0.425
C -0.094 1.250 0.709 0.415
N 2.047 -1.723 -0.442 -0.473
N -0.669 -0.812 -0.423 -0.414
F 0.817 -3.244 0.870 -0.347
S 3.022 2.069 -0.961 -0.174
Br 4.683 -0.139 0.466 -0.049
H -0.326 -1.758 -2.021 0.228
H 1.461 -3.622 -0.861 0.323
H -1.607 -3.404 0.257 0.294
H -1.110 -4.152 -1.123 0.401
H -2.329 -2.795 -1.486 0.299
H -0.424 4.358 -0.034 0.368
H -1.921 3.885 -0.613 0.420
H -1.604 3.700 1.113 0.239
H -0.253 0.218 2.479 0.538
H -1.002 1.648 2.481 0.618
H -1.777 0.193 1.629 0.258
H 0.090 2.304 -1.146 0.341
H -1.526 1.607 -0.850 0.318
H 0.948 1.518 0.880 0.063
```

Calculated values
**Charge**: 0
**F_max**: 0.122 hartree/bohr
**E_tot**: -3570.84866 Eh
**ΔE to the lowest compared entry with this formula, charge and spin**: 37.3 kcal per mole
**HOMO energy**: -8.758 eV
**Molar mass**: 293.2 g mol⁻¹
**Spin multiplicity**: 1

- Look up the molar mass of the second one.
  276.1 g mol⁻¹

- Number 3 is which compound?
  C10H14Cl2N